[1]
Molecular formula: C46H70N5O2ReSi2Te
Method: DFT, ωB97M-V/def2-TZVPD

* E_tot: -3144.36923 Eh
* 2S+1: 2
* LUMO (spin up / spin down): -4.316 / -4.275 eV
* highest occupied orbital energy (spin up / spin down): -9.31 / -9.39 eV
* maximum force: 1.994 eV Å⁻¹
* HOMO-LUMO gap (spin up / spin down): 4.99 / 5.12 eV
* net charge: +1
* energy above the lowest of the compared OMol25 structures with the same formula, charge and spin: 37.8 kJ/mol

Positions of all 127 atoms, in Å:
Re -1.70671 -0.58820 -1.00038
C -2.37834 1.11870 4.97474
C -3.60708 0.93565 4.07793
C -3.25264 1.06583 2.63286
C -3.45151 2.12431 1.80363
C -4.14486 3.41534 2.09749
C -3.17444 4.56407 2.38438
C -2.85479 1.78191 0.53660
N -2.24844 0.54394 0.61063
C -2.56589 0.05373 1.86666
C -2.40113 -1.23753 2.30040
C -1.83373 -2.28113 1.58343
C -1.57897 -3.61162 2.08238
C -1.95353 -4.09926 3.44547
C -1.00305 -3.58003 4.53020
C -0.88437 -4.26918 1.11064
C -0.65983 -3.30597 0.05840
C 0.30843 -3.37522 -0.91173
C 0.71857 -2.33555 -1.74023
N 0.11318 -1.08716 -1.84122
C 0.72828 -0.47006 -2.92033
C 0.31877 0.71788 -3.51525
C -0.71662 1.51444 -3.10323
N -1.50902 1.21998 -2.01772
C -2.21713 2.35601 -1.75834
C -2.90031 2.58402 -0.57760
C -1.97068 3.35134 -2.77579
C -1.03521 2.82735 -3.61256
C -0.33501 3.49428 -4.75305
C 0.96998 4.16376 -4.31198
C -2.62124 4.69662 -2.82968
C -4.05964 4.62319 -3.34949
C 1.79529 -1.27678 -3.40780
C 1.78419 -2.43917 -2.67914
C 2.75126 -3.57475 -2.79280
C 3.95506 -3.38638 -1.86531
C 2.70627 -0.92838 -4.54335
C 2.11300 -1.29886 -5.90576
N -1.35227 -2.14838 0.32015
C -0.42750 -5.69606 1.09767
C 0.85271 -5.97712 1.88271
H -2.64454 1.01303 6.02652
H -1.93875 2.10702 4.83037
H -1.60720 0.38183 4.73907
H -4.36758 1.67377 4.33434
H -4.06374 -0.03921 4.26648
H -4.80810 3.27472 2.95166
H -4.79574 3.67686 1.25905
H -2.53211 4.32757 3.23463
H -3.72008 5.47943 2.61337
H -2.52483 4.75809 1.52933
H -2.73891 -1.45943 3.30390
H -1.94953 -5.19108 3.44757
H -2.97914 -3.80133 3.67833
H 0.01834 -3.91671 4.34465
H -1.30493 -3.93517 5.51563
H -0.98663 -2.48824 4.55359
H 0.86085 -4.30352 -0.99131
H 0.89671 1.05384 -4.36700
H -3.42385 3.52592 -0.48287
H -0.99893 4.23895 -5.19518
H -0.13517 2.76651 -5.54359
H 0.77370 4.93008 -3.56000
H 1.47200 4.63558 -5.15658
H 1.65578 3.43829 -3.86948
H -2.02884 5.35878 -3.46331
H -2.60840 5.15073 -1.83495
H -4.08385 4.22564 -4.36504
H -4.52092 5.61080 -3.35952
H -4.67158 3.96871 -2.72581
H 3.08491 -3.65994 -3.82896
H 2.25630 -4.52075 -2.56373
H 4.46992 -2.44883 -2.08232
H 4.66844 -4.20275 -1.97956
H 3.63773 -3.35118 -0.82060
H 3.65730 -1.44647 -4.40595
H 2.94634 0.13719 -4.51621
H 1.91027 -2.36972 -5.96173
H 2.79830 -1.04185 -6.71371
H 1.17134 -0.77511 -6.08251
H -0.29832 -6.01797 0.06138
H -1.23798 -6.31271 1.49383
H 1.71380 -5.49399 1.42247
H 1.04401 -7.04947 1.92657
H 0.77577 -5.60714 2.90561
N -2.17614 -2.01956 -2.65792
C -3.61209 -2.22519 -2.91865
C -4.42598 -1.37172 -1.96733
O -5.62220 -1.33771 -1.99035
O -3.67386 -0.68411 -1.12064
H -1.70660 -1.67736 -3.49089
H -1.72041 -2.89795 -2.42244
H -3.88799 -3.26724 -2.77283
H -3.86623 -1.95279 -3.94041
C 0.22118 3.73326 0.46289
Si 1.97208 3.41928 1.05500
C 3.16514 4.58945 0.20755
C 2.06197 3.62867 2.91235
C 2.43098 1.66586 0.56948
Te 1.27024 0.13892 1.53136
C 2.69303 -0.20345 3.10575
Si 3.94685 -1.53768 2.68164
C 5.12881 -1.73925 4.11980
C 2.98638 -3.12352 2.41201
C 4.88794 -1.09228 1.12452
H -0.05335 4.78424 0.59201
H -0.49120 3.12700 1.03065
H 0.10707 3.48511 -0.59765
H 2.93719 5.63115 0.44768
H 3.12111 4.48253 -0.87970
H 4.19414 4.39547 0.52041
H 1.74110 4.63472 3.19663
H 3.07948 3.49426 3.28865
H 1.40876 2.91569 3.42238
H 3.47522 1.42875 0.78293
H 2.29413 1.52729 -0.50774
H 2.12081 -0.48204 3.99414
H 3.14366 0.76958 3.31256
H 4.59603 -2.02870 5.02909
H 5.66283 -0.80892 4.32839
H 5.87496 -2.51066 3.91287
H 2.25575 -3.26594 3.21386
H 3.64239 -3.99787 2.40192
H 2.43582 -3.09021 1.46700
H 5.45000 -0.16217 1.24126
H 4.21032 -0.98320 0.27290
H 5.60754 -1.87800 0.87681

---

[2]
Molecular formula: C5H2N2O
Method: DFT, ωB97M-V/def2-TZVPD

* E_tot: -376.33371 Eh
* LUMO: -1.946 eV
* SMILES: C#CC1=NN=CC1=O
* highest occupied orbital energy: -10.16 eV
* maximum force: 2.604 eV Å⁻¹
* HOMO-LUMO gap: 8.21 eV
* energy above the lowest of the compared OMol25 structures with the same formula, charge and spin: 209.5 kJ/mol

Positions of all 10 atoms, in Å:
C -2.40317 0.52128 -1.34604
C -1.39336 0.41533 -0.74905
C -0.17295 0.35124 -0.10711
N 0.49965 1.34391 0.31058
N 1.72135 0.94619 0.93657
C 1.73741 -0.32085 1.03873
C 0.54026 -0.89518 0.31893
O 0.18864 -2.01629 0.08846
H -3.32925 0.52261 -1.88083
H 2.61141 -0.86824 1.38977

---

[3]
Molecular formula: C14H16O4
Method: DFT, ωB97M-V/def2-TZVPD

* E_tot: -844.03288 Eh
* LUMO: 0.537 eV
* SMILES: CCOC(=O)[C@@H]1C(C)=CC(=O)C[C@H]1c1ccco1
* highest occupied orbital energy: -8.65 eV
* maximum force: 0.896 eV Å⁻¹
* HOMO-LUMO gap: 9.19 eV
* energy above the lowest of the compared OMol25 structures with the same formula, charge and spin: 117.8 kJ/mol

Positions of all 34 atoms, in Å:
C -4.04634 -0.46649 0.97669
C -3.69756 0.59938 -0.05113
O -2.32168 0.51580 -0.43553
C -1.42691 1.08073 0.36980
O -1.69458 1.69924 1.36466
C 0.00226 0.85904 -0.12813
C 0.05407 -0.09551 -1.28288
C -0.08032 0.49920 -2.64307
C 0.21959 -1.40666 -1.07718
C 0.36328 -2.01617 0.24398
O 0.43927 -3.21687 0.39838
C 0.38302 -1.06168 1.42431
C 0.85534 0.33903 1.04956
C 2.30146 0.34979 0.67093
C 3.19896 -0.64942 0.43653
C 4.41778 -0.01436 0.08845
C 4.16961 1.31999 0.13318
O 2.89203 1.55210 0.48330
H -3.77039 -1.45050 0.60468
H -5.11419 -0.44715 1.17349
H -3.51593 -0.27648 1.90669
H -4.25636 0.45247 -0.97724
H -3.89400 1.59805 0.35205
H 0.37882 1.84335 -0.42886
H -0.99691 1.08406 -2.70451
H 0.75610 1.17141 -2.83679
H -0.09702 -0.27011 -3.40957
H 0.25365 -2.09612 -1.90895
H 1.00281 -1.48905 2.21412
H -0.64065 -1.00728 1.80705
H 0.70570 1.02134 1.89484
H 3.02661 -1.70363 0.50159
H 5.34315 -0.49216 -0.15871
H 4.78932 2.17466 -0.05172

---

[4]
Molecular formula: H19O10
Method: DFT, ωB97M-V/def2-TZVPD

* E_tot: -763.81774 Eh
* LUMO: 2.960 eV
* highest occupied orbital energy: -5.77 eV
* maximum force: 4.826 eV Å⁻¹
* HOMO-LUMO gap: 8.73 eV
* net charge: -1
* energy above the lowest of the compared OMol25 structures with the same formula, charge and spin: 190.8 kJ/mol

Positions of all 29 atoms, in Å:
O -1.24711 1.03123 -0.10475
H -1.36355 1.26530 0.79356
H -2.53490 0.52072 -1.88050
O -2.35488 -2.72580 -2.06202
H -2.80957 -3.30058 -1.42986
H 0.93468 -3.17588 -0.20095
O -2.43787 -0.00284 -2.75178
H -2.71740 -1.84576 -2.19391
H -1.64931 0.44874 -3.10844
O 2.97634 -2.07657 0.38776
H 1.26949 0.92248 2.22246
H -2.17866 1.70916 2.30957
O 1.03945 1.84067 2.32137
H 0.42203 3.37490 0.66712
H 3.27258 -1.25893 -0.07081
O 2.23267 2.40276 -0.47688
H 1.93829 2.09018 0.37748
H 1.77410 3.18690 -0.64448
O 0.19277 -2.06800 1.43404
H 0.18950 -1.09379 1.23081
H 1.20996 -2.22607 1.53974
O 0.19973 4.28183 0.28792
H -0.38806 3.90605 -0.37238
H -0.15386 1.54831 2.44825
O -1.48600 1.14068 2.34177
H -1.23910 0.09412 -0.16646
O 1.16613 -3.76871 -1.01580
H 3.14364 -2.79942 -0.18202
H 0.59892 -3.42170 -1.70082

---

Question: Number 2 is which compound?
Answer: C5H2N2O